ORCA calculation (wB97M-V/def2-TZVPD) on a molecular structure, C4H6O3Pd at a distorted geometry.

```
14
Properties=species:S:1:pos:R:3:lowdin_charge:R:1
Pd 1.20039 -1.06174 -0.32838 0.745
O 0.74610 1.93922 0.20757 0.107
O -0.73444 0.50677 -0.55344 -0.026
O 0.40133 0.05604 1.25715 -0.201
C 0.95165 0.50038 2.49977 -0.043
C -0.06007 1.03054 0.40290 -0.625
C -1.19789 -0.94168 -2.42592 -0.130
C -0.24925 -0.72868 -1.28630 -0.352
H -0.91764 -1.88784 -2.91695 0.068
H 1.64586 -0.29657 2.78865 0.097
H -2.26553 -1.04094 -2.13126 0.081
H -1.17212 -0.15884 -3.21498 0.079
H 0.10558 0.66410 3.17439 0.101
H 1.54603 1.41923 2.52680 0.096
```

LUMO (alpha / beta) = -0.15 / -0.69 eV
2S+1 = 3
Kohn-Sham gap (alpha / beta) = 6.438 / 8.532 eV
Energy = -509.38993 Eh



ORCA calculation (wB97M-V/def2-TZVPD) on a molecular structure, C4H6O3Rb at a distorted geometry.

```
14
Properties=species:S:1:pos:R:3:lowdin_charge:R:1
Rb -1.40074 2.08565 2.92271 0.852
O -0.50079 -0.29994 -0.28220 -0.067
O 0.87043 1.00111 0.92792 -0.024
O 1.55160 -0.08552 -0.90310 -0.017
C 2.88008 -0.23418 -0.40861 -0.046
C -1.82478 -0.00282 0.48972 -0.266
C 0.61763 0.31384 -0.06014 -0.684
C -2.83930 0.19177 -0.36722 -0.161
H -3.84154 0.36893 0.03301 0.016
H 2.89694 -0.89579 0.46607 0.101
H 3.28233 0.74920 -0.13753 0.090
H -2.43178 -2.73603 0.00649 0.073
H -2.72365 0.20776 -1.45884 0.041
H 3.46358 -0.66399 -1.22828 0.093
```

LUMO (alpha / beta) = -0.84 / -0.84 eV
ΔE to the lowest compared entry with this formula, charge and spin = 72.5 kcal/mol
2S+1 = 2
Kohn-Sham gap (alpha / beta) = 6.131 / 6.148 eV
Energy = -405.62907 Eh



ORCA calculation (wB97M-V/def2-TZVPD) on C4H6O4 in the gas phase at a distorted geometry.

```
14
Properties=species:S:1:pos:R:3:lowdin_charge:R:1
O 0.44048 -1.93804 1.08229 0.048
O -1.14431 0.04465 -1.06602 -0.052
O -2.30722 0.02728 1.74536 0.172
O 1.24205 -0.61257 -1.21027 0.082
C -1.38723 -0.30978 1.08882 -0.122
C 0.32420 0.02489 -0.43834 -0.496
C -0.17241 -0.73693 0.75876 -0.250
C 0.76142 1.45304 -0.18444 0.009
H -0.03970 2.02280 0.27785 0.092
H 1.09473 -1.56718 -1.13685 0.121
H 1.62749 1.44104 0.47557 0.100
H -0.20475 -2.58103 1.39274 0.116
H 1.02643 1.93188 -1.12559 0.092
H -1.26117 0.79995 -1.65988 0.088
```

LUMO = 0.41 eV
ΔE to the lowest compared entry with this formula, charge and spin = 81.0 kcal/mol
SMILES = CC(O)(O)C(O)=C=O
Kohn-Sham gap = 8.531 eV
Energy = -456.89186 Eh



ORCA calculation (wB97M-V/def2-TZVPD) on 2 unconnected molecules or ions with the total composition C4H6O4 at a distorted geometry.

```
14
Properties=species:S:1:pos:R:3:lowdin_charge:R:1
O -1.43218 1.47597 -0.22732 -0.101
O 1.12762 2.17706 -0.40842 -0.056
O -1.17268 -1.44289 -1.18552 -0.098
O 1.48569 -1.23379 1.34100 0.034
C 0.77630 1.24358 0.51952 -0.034
C 0.66577 -1.56061 0.47398 -0.194
C -0.25523 -0.66924 -0.24251 -0.294
C -0.62806 0.65357 0.46688 -0.457
H 0.59552 -0.53566 -1.00844 0.185
H -1.89757 -0.53109 -1.15378 0.213
H -0.32332 1.60750 -1.24599 0.351
H -1.12072 0.49813 1.49160 0.196
H 1.79192 0.86099 0.78569 0.144
H 0.38695 -2.54353 0.39331 0.109
```

LUMO = -0.84 eV
ΔE to the lowest compared entry with this formula, charge and spin = 188.1 kcal/mol
Kohn-Sham gap = 9.504 eV
Energy = -456.72121 Eh



ORCA calculation (wB97M-V/def2-TZVPD) on a molecular structure, C4H6O4 at a distorted geometry.

```
14
Properties=species:S:1:pos:R:3:lowdin_charge:R:1
O 2.11400 -0.92967 0.96248 0.036
O -1.01463 1.65570 -0.39682 0.067
O -1.68213 -0.44230 -1.00388 0.058
O 1.16905 0.27371 -1.89734 0.087
C 0.66343 0.01807 -0.70964 -0.228
C 0.88978 -0.52539 0.51735 -0.253
C -0.43964 -0.15930 1.10952 -0.015
C -0.77947 0.28672 -0.31720 -0.611
H -0.37018 0.72545 1.80945 0.137
H -1.28860 1.83241 -1.27579 0.087
H 2.01366 -1.46456 1.80828 0.138
H -2.40160 -0.75349 -0.29192 0.186
H 2.22562 0.29776 -1.98219 0.202
H -1.09931 -0.81512 1.66768 0.108
```

LUMO = 0.53 eV
ΔE to the lowest compared entry with this formula, charge and spin = 83.0 kcal/mol
Kohn-Sham gap = 8.388 eV
Energy = -456.88861 Eh



ORCA calculation (wB97M-V/def2-TZVPD) on a gas-phase ion, C4H6O4P2 (charge -2) at a distorted geometry.

```
16
Properties=species:S:1:pos:R:3:lowdin_charge:R:1
P -2.31805 -0.26176 0.27890 -0.057
P -0.71269 0.06750 -1.53366 0.782
O -1.34004 -0.52539 1.43767 -0.487
O 1.28952 2.05828 -0.10322 -0.119
O -2.92416 1.12980 0.19327 -0.519
O -3.05362 -1.45732 -0.14354 -0.475
C 0.03818 1.46962 -0.08292 -0.384
C 0.44318 -1.22107 -0.72118 -0.502
C 1.63016 -0.43838 -0.24283 -0.294
C 1.24147 0.85139 0.56558 -0.359
H 1.51685 0.88950 1.67098 0.139
H 2.31347 -0.96947 0.45133 0.082
H 2.21237 0.04856 -1.00013 0.072
H 0.54383 -1.91906 -1.52995 0.007
H -0.05957 -1.54417 0.27841 0.069
H -0.82090 1.82198 0.48130 0.045
```

LUMO = 6.40 eV
Charge = -2
ΔE to the lowest compared entry with this formula, charge and spin = 0.0 kcal/mol
SMILES = O=P([O-])([O-])P1CC[C@H]2O[C@H]21
Kohn-Sham gap = 5.755 eV
Energy = -1139.66035 Eh



ORCA calculation (wB97M-V/def2-TZVPD) on C4H6OS in the gas phase at a distorted geometry.

```
12
Properties=species:S:1:pos:R:3:lowdin_charge:R:1
S -0.42279 2.44814 1.05470 0.763
O -1.50619 0.18138 -0.01438 -0.167
C 1.01890 0.26637 -1.16701 0.096
C 0.66743 -0.79614 -0.52896 -0.212
C -0.59333 -0.82314 0.34947 -0.219
C -1.02674 1.41282 -0.23766 -0.546
H -1.12247 -1.77233 0.23782 0.124
H -1.54849 1.96528 -1.00089 0.067
H 1.18517 -1.75334 -0.49980 0.097
H -0.27516 -0.72145 1.39826 0.111
H 1.72167 0.71246 -1.81761 0.023
H 0.14190 1.47597 1.78292 -0.137
```

LUMO (alpha / beta) = 0.55 / 0.44 eV
ΔE to the lowest compared entry with this formula, charge and spin = 107.1 kcal/mol
Kohn-Sham gap (alpha / beta) = 8.277 / 7.913 eV
Energy = -629.27644 Eh



ORCA calculation (wB97M-V/def2-TZVPD) on a molecular structure, C4H6OS at a distorted geometry.

```
12
Properties=species:S:1:pos:R:3:lowdin_charge:R:1
S 2.49962 -1.27400 -0.01658 0.859
O 2.79335 -2.35393 0.88117 -0.545
C 1.61334 0.15513 0.78286 -0.255
C -0.93007 0.81162 0.37350 -0.070
C 0.72770 -1.55572 -0.77760 -0.108
C 0.41176 0.12279 0.21733 -0.221
H -1.69897 0.02632 0.21433 0.094
H 0.74422 -1.35140 -1.78911 0.001
H -1.04694 1.53522 -0.35197 0.039
H -1.03213 1.47326 1.22121 0.077
H 0.26472 -2.43802 -0.49140 0.025
H 1.90146 0.88718 1.60821 0.103
```

LUMO = 0.75 eV
ΔE to the lowest compared entry with this formula, charge and spin = 100.6 kcal/mol
Kohn-Sham gap = 9.383 eV
Energy = -629.28691 Eh



ORCA calculation (wB97M-V/def2-TZVPD) on C4H6OS in the gas phase at a distorted geometry.

```
12
Properties=species:S:1:pos:R:3:lowdin_charge:R:1
S -3.79317 -0.50494 -0.09796 0.638
O -1.24100 -0.45116 -0.17247 -0.178
C 2.22674 -0.64508 -0.01421 -0.021
C -0.09082 0.31561 0.30404 -0.210
C -2.35569 0.31990 -0.12954 -0.698
C 1.14350 -0.08490 -0.50986 -0.178
H 2.51434 -1.02166 1.17288 0.151
H 0.07974 -0.15542 1.34768 0.150
H -0.23317 1.37284 0.24694 0.097
H 1.04885 0.51141 -1.60333 0.174
H -2.22364 1.40234 0.07099 0.079
H 2.92432 -1.05894 -0.61516 -0.004
```

LUMO = 0.15 eV
ΔE to the lowest compared entry with this formula, charge and spin = 80.6 kcal/mol
SMILES = C=CCOC=S
Kohn-Sham gap = 8.942 eV
Energy = -629.31874 Eh



ORCA calculation (wB97M-V/def2-TZVPD) on C4H6OS in the gas phase at a distorted geometry.

```
12
Properties=species:S:1:pos:R:3:lowdin_charge:R:1
S -3.13158 -0.82975 -0.07971 0.666
O 2.33947 -0.78607 -0.59283 -0.091
C 0.05329 -0.34020 0.19548 -0.082
C -2.24697 0.51444 -0.27775 -0.661
C -0.77851 0.68297 -0.15223 -0.171
C 1.51332 -0.05019 0.31358 -0.287
H -2.85041 1.38413 -0.57639 0.038
H 1.86873 -0.12735 1.36146 0.122
H 1.73202 1.00889 -0.00860 0.129
H -0.33601 1.65548 -0.32185 0.097
H -0.40109 -1.34435 0.52366 0.121
H 2.23775 -1.76800 -0.38481 0.119
```

LUMO = -0.91 eV
ΔE to the lowest compared entry with this formula, charge and spin = 46.5 kcal/mol
SMILES = OC/C=C/C=S
Kohn-Sham gap = 7.876 eV
Energy = -629.37312 Eh



ORCA calculation (wB97M-V/def2-TZVPD) on 2 unconnected molecules or ions with the total composition C4H6OS at a distorted geometry.

```
12
Properties=species:S:1:pos:R:3:lowdin_charge:R:1
S -2.28252 0.74755 0.52016 0.636
O 0.48195 -1.39372 -1.96563 0.115
C 1.12663 -0.67902 -1.26000 -0.187
C 1.14471 1.00155 0.57597 -0.156
C 1.66142 -0.09682 -0.21387 -0.190
C -2.56858 -0.79620 0.18183 -0.571
H 0.06664 1.07442 0.65634 -0.046
H 2.82423 -0.20680 -0.16217 0.151
H 1.55065 1.94279 0.10437 0.097
H -2.99531 -1.51093 0.90413 0.004
H -2.53224 -1.08242 -0.97454 0.053
H 1.52243 0.99959 1.63341 0.094
```

LUMO = -0.51 eV
ΔE to the lowest compared entry with this formula, charge and spin = 71.1 kcal/mol
SMILES = CC=C=O.C=S
Kohn-Sham gap = 8.285 eV
Energy = -629.33383 Eh



ORCA calculation (wB97M-V/def2-TZVPD) on C4H6OS in the gas phase at a distorted geometry.

```
12
Properties=species:S:1:pos:R:3:lowdin_charge:R:1
S 0.92101 -0.31885 1.08873 0.855
O -0.61172 -0.78909 -1.14663 -0.125
C -0.32085 0.55496 -0.87829 -0.429
C 0.36279 -1.46999 -0.35792 -0.377
C -0.93240 1.80739 -0.37374 -0.032
C -0.43495 0.72417 0.59367 -0.542
H -1.99170 1.96970 -0.26943 0.100
H -1.37808 0.25474 0.96839 0.112
H -0.37535 2.74522 -0.63875 0.120
H 0.68413 0.79774 -1.27172 0.145
H 1.27123 -1.66656 -0.95875 0.087
H -0.10007 -2.38562 0.02127 0.087
```

LUMO = 0.97 eV
ΔE to the lowest compared entry with this formula, charge and spin = 92.9 kcal/mol
SMILES = C1O[C@H]2C[C@@H]2S1
Kohn-Sham gap = 9.615 eV
Energy = -629.29908 Eh



ORCA calculation (wB97M-V/def2-TZVPD) on C4H6OS in the gas phase at a distorted geometry.

```
12
Properties=species:S:1:pos:R:3:lowdin_charge:R:1
S -3.27949 -0.45888 -0.05588 0.690
O 0.43346 0.78858 0.19951 -0.114
C 2.20424 -0.76797 0.14214 0.028
C -1.82485 -0.02492 0.49365 -0.647
C 1.07125 -0.29275 -0.34405 -0.241
C -0.90782 0.95999 -0.18652 -0.296
H 2.69772 -0.32878 1.01420 0.070
H -1.42972 -0.44653 1.46072 0.084
H 0.56822 -0.71020 -1.22381 0.125
H -1.03489 0.91952 -1.28641 0.125
H 2.68439 -1.59930 -0.33929 0.048
H -1.18251 1.96125 0.12575 0.127
```

LUMO = -0.48 eV
ΔE to the lowest compared entry with this formula, charge and spin = 48.9 kcal/mol
SMILES = C=COCC=S
Kohn-Sham gap = 8.457 eV
Energy = -629.36930 Eh



ORCA calculation (wB97M-V/def2-TZVPD) on C4H6OS2 in the gas phase at a distorted geometry.

```
13
Properties=species:S:1:pos:R:3:lowdin_charge:R:1
S 1.89139 -1.02675 -0.38335 0.766
S -2.12153 -0.69428 -0.17550 0.832
O 0.01787 2.34844 -0.19408 0.092
C -0.81911 -0.11143 -1.29920 -0.462
C 0.61832 1.39883 0.14362 -0.308
C 0.24611 -0.08491 -0.17978 -0.786
C -0.63865 -0.64332 0.97501 -0.418
H 1.50839 1.51631 0.80901 0.123
H -0.31996 -1.64344 1.38665 0.082
H -0.95783 0.93761 -1.57786 0.064
H -0.85667 0.05407 1.82422 0.088
H -0.58754 -0.75064 -2.20610 0.101
H 2.01922 -1.30049 0.87735 -0.173
```

LUMO = 0.54 eV
ΔE to the lowest compared entry with this formula, charge and spin = 34.7 kcal/mol
SMILES = O=CC1(S)CSC1
Kohn-Sham gap = 9.561 eV
Energy = -1027.57617 Eh



ORCA calculation (wB97M-V/def2-TZVPD) on a molecular structure, C4H6OS2 at a distorted geometry.

```
13
Properties=species:S:1:pos:R:3:lowdin_charge:R:1
S -0.74180 1.96274 0.07746 0.568
S 1.45013 0.43289 -0.32599 0.793
O -0.60194 -1.85063 -0.08999 -0.150
C -0.21132 0.37762 0.18552 -1.077
C -1.05922 -0.75457 0.67696 -0.382
C 2.16214 -1.08700 0.20115 -0.471
C -2.07724 -1.24579 -0.53318 0.085
H 1.94620 -1.78980 -0.67857 0.047
H -2.99532 -1.56803 -0.05598 0.085
H 1.75966 -1.36482 1.34502 0.108
H 3.32808 -0.90095 0.50029 0.085
H -1.38351 -0.88649 1.89916 0.213
H -2.05918 -0.75645 -1.49628 0.094
```

LUMO = -0.40 eV
ΔE to the lowest compared entry with this formula, charge and spin = 113.5 kcal/mol
Kohn-Sham gap = 7.846 eV
Energy = -1027.45065 Eh



ORCA calculation (wB97M-V/def2-TZVPD) on a molecular structure, C4H6OSc at a distorted geometry.

```
12
Properties=species:S:1:pos:R:3:lowdin_charge:R:1
Sc 3.60249 0.27739 -0.88143 1.684
O 1.66738 -0.61294 -0.82700 -0.152
C -0.85123 -0.15334 1.22852 -0.046
C 1.14274 -1.71609 -0.66376 0.075
C -1.40243 1.89975 -0.29374 0.021
C -1.22085 0.93052 0.56806 -0.175
H -1.00213 1.83801 -1.30857 0.068
H -0.05250 -0.11252 1.97316 0.064
H 0.17764 -1.95353 -1.13785 0.143
H -1.81011 -0.70425 1.45367 0.100
H 1.67232 -2.50760 -0.10797 0.136
H -1.92333 2.81460 -0.00310 0.082
```

LUMO (alpha / beta) = -11.08 / -11.08 eV
Charge = +2
ΔE to the lowest compared entry with this formula, charge and spin = 1.6 kcal/mol
2S+1 = 2
Kohn-Sham gap (alpha / beta) = 4.658 / 4.652 eV
Energy = -991.13624 Eh



ORCA calculation (wB97M-V/def2-TZVPD) on C4H6P2 in the gas phase at a distorted geometry.

```
12
Properties=species:S:1:pos:R:3:lowdin_charge:R:1
P 1.82180 1.52580 0.02801 0.432
P 2.60810 -0.50458 -0.02105 0.513
C 1.26923 -1.51409 -0.12787 -0.527
C -0.56995 0.12472 0.03831 -0.200
C -1.72817 0.87978 0.13380 -0.135
C -0.09589 -1.09436 0.22006 -0.251
H 1.34757 -2.53438 -0.21449 -0.006
H 2.03455 1.69729 -1.43494 -0.181
H -2.37060 0.22037 0.69868 0.094
H -2.27134 1.38050 -0.62556 0.077
H -1.34239 1.71052 0.75722 0.090
H -0.70290 -1.89158 0.54783 0.093
```

LUMO (alpha / beta) = -0.38 / -0.65 eV
ΔE to the lowest compared entry with this formula, charge and spin = 68.6 kcal/mol
Kohn-Sham gap (alpha / beta) = 7.697 / 7.509 eV
Energy = -838.54677 Eh



ORCA calculation (wB97M-V/def2-TZVPD) on C4H6P2 in the gas phase at a distorted geometry.

```
12
Properties=species:S:1:pos:R:3:lowdin_charge:R:1
P -0.91504 0.09259 0.97058 0.629
P 1.13214 0.15057 0.49053 0.681
C 1.26047 -1.60681 -1.95111 -0.121
C -1.43849 1.63246 2.07289 -0.359
C -0.45932 0.06381 -0.93751 -0.335
C 0.66700 -0.70941 -0.94109 -0.825
H 0.59383 -2.48148 -1.99715 0.085
H -2.14994 1.29754 2.79053 -0.022
H 1.50783 -0.97969 -2.86033 0.098
H -0.48231 2.07431 2.61054 0.058
H 2.34810 -1.87629 -1.72507 0.088
H -2.06427 2.34239 1.47719 0.023
```

LUMO = 0.03 eV
ΔE to the lowest compared entry with this formula, charge and spin = 60.7 kcal/mol
SMILES = CC1=C2P(C)#P12
Kohn-Sham gap = 7.820 eV
Energy = -838.55941 Eh



ORCA calculation (wB97M-V/def2-TZVPD) on 2 unconnected molecules or ions with the total composition C4H6S at a distorted geometry.

```
11
Properties=species:S:1:pos:R:3:lowdin_charge:R:1
S -2.06376 -0.30127 -0.03276 0.715
C 0.17934 1.37266 -0.07176 -0.166
C -0.31755 0.01159 0.31059 -0.787
C 0.53938 -1.08723 0.07940 -0.256
C 1.24823 -2.03280 -0.13600 0.139
H -1.95116 -0.26136 -1.36522 -0.134
H 1.88260 -2.84979 -0.30420 0.022
H 0.29704 1.42485 -1.15846 0.087
H -0.52813 2.13771 0.23672 0.069
H 1.14761 1.57167 0.38336 0.080
H -0.43359 0.01396 2.05832 0.231
```

LUMO = -0.05 eV
ΔE to the lowest compared entry with this formula, charge and spin = 84.8 kcal/mol
Kohn-Sham gap = 9.320 eV
Energy = -554.03709 Eh